(1)
The following is a quantum chemistry calculation of C5H11Br2NO as an isolated structure, from OMol25.

Values from the calculation:
highest occupied orbital energy: -9.71 eV
Kohn-Sham gap: 10.337 eV
net charge: 0
relative energy (zero: lowest compared OMol25 entry of this formula, charge and spin): 0.0090 eV

Geometry as XYZ:
```
20
C5H11Br2NO, DFT the ωB97M-V functional and the def2-TZVPD basis
Br -1.386 0.835 5.019
Br -3.210 0.400 2.458
C -2.454 2.953 3.454
C -1.911 1.553 3.304
H -1.693 3.607 3.910
H -3.353 2.959 4.093
H -2.723 3.362 2.465
H -1.005 1.504 2.667
O 1.876 0.212 -1.910
C 1.441 -0.761 -2.518
N 1.542 -2.021 -2.011
C 0.761 -0.662 -3.867
C 2.171 -2.260 -0.727
H 1.167 -2.807 -2.549
H -0.274 -1.039 -3.817
H 0.735 0.396 -4.178
H 1.310 -1.239 -4.630
H 2.146 -3.341 -0.510
H 1.639 -1.726 0.078
H 3.222 -1.926 -0.735
```

---

(2)
The following is a quantum chemistry calculation of one molecule with the formula C5H6O2, from OMol25.

Values from the calculation:
highest occupied orbital energy: -8.93 eV
Kohn-Sham gap: 9.399 eV
net charge: 0
relative energy (zero: lowest compared OMol25 entry of this formula, charge and spin): 5.4522 eV

Geometry as XYZ:
```
13
C5H6O2, DFT the ωB97M-V functional and the def2-TZVPD basis
O 1.646 0.647 2.167
C 0.974 0.426 1.200
C 0.609 -0.855 0.437
C -0.347 0.013 -0.395
C -1.558 -0.625 -1.630
O -0.293 -0.019 -1.790
C 0.110 1.313 0.292
H 0.175 -1.650 1.051
H 1.435 -1.259 -0.159
H -1.323 -1.702 -1.407
H -1.488 -0.153 -0.174
H 0.700 1.936 -0.389
H -0.639 1.928 0.795
```

---

(3)
The following is a quantum chemistry calculation of one molecule with the formula C10H16ClN3O4S2 at a distorted geometry, from OMol25.

Values from the calculation:
highest occupied orbital energy: -8.96 eV
Kohn-Sham gap: 9.286 eV
structure (SMILES): CN(C)S(=O)(=O)c1cc(S(=O)(=O)N(C)C)c(Cl)cc1N
net charge: 0

Geometry as XYZ:
```
36
C10H16ClN3O4S2, DFT the ωB97M-V functional and the def2-TZVPD basis
C -2.063 -1.249 1.115
N -2.903 -0.236 0.514
C -4.321 -0.468 0.701
S -2.480 0.034 -1.101
O -3.448 0.965 -1.624
O -2.282 -1.198 -1.802
C -0.919 0.874 -0.888
C 0.249 0.175 -1.093
C 1.480 0.765 -0.866
S 2.888 -0.317 -1.119
O 4.127 0.403 -1.071
O 2.619 -1.115 -2.274
N 2.700 -1.301 0.243
C 3.252 -2.628 0.071
C 3.134 -0.629 1.445
C 1.523 2.087 -0.431
Cl 3.024 2.848 -0.118
C 0.355 2.806 -0.247
C -0.899 2.216 -0.468
N -2.046 2.890 -0.238
H -2.217 -2.229 0.651
H -2.293 -1.310 2.178
H -1.023 -0.956 0.988
H -4.569 -0.320 1.751
H -4.856 0.257 0.093
H -4.616 -1.478 0.395
H 0.211 -0.841 -1.451
H 2.980 -2.965 -0.925
H 2.817 -3.294 0.817
H 4.344 -2.637 0.168
H 2.603 0.318 1.522
H 2.888 -1.246 2.308
H 4.212 -0.430 1.434
H 0.414 3.833 0.078
H -1.998 3.889 -0.128
H -2.888 2.488 -0.631
```

---

(4)
The following is a quantum chemistry calculation of one molecule with the formula C3H11N3 at a distorted geometry, from OMol25.

Values from the calculation:
highest occupied orbital energy: -8.47 eV
Kohn-Sham gap: 9.651 eV
structure (SMILES): NCCNCN
net charge: 0
relative energy (zero: lowest compared OMol25 entry of this formula, charge and spin): 0.8694 eV

Geometry as XYZ:
```
17
C3H11N3, DFT the ωB97M-V functional and the def2-TZVPD basis
N -0.930 2.329 0.563
C -0.281 1.287 1.378
C -0.290 -0.078 0.712
N 0.523 -0.031 -0.477
C 0.407 -1.152 -1.358
N 0.724 -2.394 -0.657
H -1.837 2.000 0.222
H -1.207 3.066 1.203
H 0.782 1.577 1.461
H -0.634 1.237 2.407
H -1.339 -0.303 0.476
H 0.048 -0.828 1.415
H 0.465 0.874 -0.918
H -0.589 -1.276 -1.841
H 1.026 -1.025 -2.261
H 0.137 -3.160 -0.946
H 1.682 -2.662 -0.822
```